Record 1
This record from the OMol25 dataset describes 9 unconnected molecules or ions with the total composition C74H144ClN10O6. The level of theory is ωB97M-V/def2-TZVPD.

Geometry (Å):
C1 -18.14692 16.68927 19.07814
N1 -17.04230 16.37468 18.16905
C2 -16.83610 17.25071 17.12202
C3 -15.87039 16.84965 16.16196
C4 -15.20055 15.58371 16.23517
C5 -15.39794 14.87841 17.40486
C6 -16.39671 15.25411 18.31323
C7 -14.15971 15.29967 15.25404
C8 -12.86168 15.00647 15.66891
C9 -11.90609 14.48418 14.79403
N2 -12.30058 14.14095 13.55721
C10 -13.52126 14.49376 13.08329
C11 -14.48428 15.01332 13.93026
C12 -11.22285 13.58993 12.67664
H1 -18.69343 17.56650 18.73185
H2 -17.62102 16.97630 19.98871
H3 -18.79543 15.82183 19.20093
H4 -17.41230 18.16351 17.15677
H5 -15.61905 17.53374 15.36493
H6 -14.93178 13.90942 17.50559
H7 -16.71043 14.62573 19.13366
H8 -12.56905 15.10705 16.70363
H9 -10.85978 14.31053 14.99774
H10 -13.73576 14.18504 12.07082
H11 -15.47769 15.19891 13.54934
H12 -10.66333 14.46531 12.34686
H13 -11.55487 12.96125 11.85043
H14 -10.57676 12.91189 13.23425
C13 -26.59527 22.34999 17.14587
N3 -27.54974 21.40266 16.55064
C14 -27.54811 21.21972 15.19066
C15 -28.38508 20.30835 14.54364
C16 -29.16095 19.46442 15.26959
C17 -29.14284 19.58716 16.66711
C18 -28.34896 20.61375 17.30587
C19 -30.06791 18.43823 14.63682
C20 -29.53016 17.55714 13.68704
C21 -30.35848 16.62803 13.12023
N4 -31.63448 16.48267 13.52493
C22 -32.18956 17.25816 14.48439
C23 -31.36203 18.23474 15.11381
C24 -32.54920 15.58430 12.76687
H15 -25.56066 22.01030 17.09818
H16 -26.92916 22.59402 18.15437
H17 -26.67605 23.28703 16.59493
H18 -26.90788 21.87234 14.61569
H19 -28.44777 20.30249 13.46548
H20 -29.68678 18.93067 17.33009
H21 -28.14337 20.67043 18.36460
H22 -28.54617 17.60737 13.24473
H23 -29.94042 15.96228 12.37968
H24 -33.19425 17.01843 14.79986
H25 -31.78511 18.85194 15.89257
H26 -33.18828 16.10260 12.05201
H27 -33.20437 15.01399 13.42536
H28 -32.05114 14.72675 12.31450
C25 -22.84081 19.44000 22.14192
C26 -23.32295 17.95325 22.21586
N5 -22.20436 16.82349 22.12198
C27 -22.79551 15.42805 22.35718
C28 -21.56479 16.87347 20.68528
C29 -22.46360 16.58754 19.41781
C30 -21.09768 17.02773 23.15110
C31 -21.43579 17.07453 24.62001
O1 -22.24156 18.17812 24.95647
C32 -22.46590 18.32199 26.31419
H29 -23.76969 19.99891 22.25556
H30 -22.34184 19.67076 21.20070
H31 -22.16746 19.63584 22.97639
H32 -23.97735 17.75213 21.36768
H33 -23.77251 17.86672 23.20506
H34 -23.63490 15.39132 21.66278
H35 -23.27119 15.31801 23.33172
H36 -21.99001 14.69471 22.31890
H37 -20.77359 16.13267 20.56993
H38 -21.05114 17.83137 20.60348
H39 -23.21997 17.36210 19.29110
H40 -22.96434 15.61937 19.42286
H41 -21.84252 16.66037 18.52503
H42 -20.77926 18.04928 22.94337
H43 -20.23458 16.37785 23.00680
H44 -20.50469 17.20983 25.17032
H45 -21.78025 16.08486 24.92002
H46 -23.10585 17.55375 26.74820
H47 -22.87168 19.31911 26.48511
H48 -21.48325 18.31836 26.78585
C33 -21.44141 22.80403 18.10450
C34 -22.29410 21.51760 17.94439
N6 -21.76056 20.51602 16.88074
C35 -20.49856 19.91813 17.50381
C36 -22.77238 19.44129 16.69113
C37 -22.32933 18.35644 15.73009
C38 -21.32763 21.11760 15.45756
C39 -22.49756 21.60427 14.58002
O2 -23.28360 22.50974 15.26783
C40 -23.82083 23.49811 14.43634
H49 -20.43972 22.57028 18.46516
H50 -21.82420 23.34641 18.96902
H51 -21.41854 23.57187 17.33121
H52 -23.27946 21.83185 17.60026
H53 -22.24928 20.90802 18.84688
H54 -20.11624 19.09880 16.89501
H55 -20.88599 19.55711 18.45652
H56 -19.64648 20.58164 17.65152
H57 -23.72759 19.86454 16.38045
H58 -23.05764 18.99326 17.64296
H59 -21.52980 17.67943 16.03097
H60 -22.35626 18.68047 14.68972
H61 -23.03190 17.52779 15.81865
H62 -20.67142 20.41433 14.94483
H63 -20.67173 21.94778 15.71965
H64 -23.10188 20.78587 14.18871
H65 -22.19645 21.97897 13.60174
H66 -24.47503 24.12142 15.04593
H67 -24.41585 23.13614 13.59787
H68 -23.06053 24.11624 13.95889
C41 -21.91099 15.49948 12.43865
C42 -21.76557 16.93480 12.02210
N7 -20.35241 17.30221 11.62610
C43 -19.73965 16.33620 10.53602
C44 -20.35404 18.72334 10.88493
C45 -20.81213 19.89956 11.71820
C46 -19.44373 17.41358 12.91488
C47 -17.98996 17.76850 12.67530
O3 -17.29948 16.81703 11.80251
C48 -16.01792 17.29310 11.28586
H69 -22.97459 15.26271 12.41064
H70 -21.46552 15.40830 13.42927
H71 -21.50299 14.82656 11.68445
H72 -22.03117 17.56847 12.86828
H73 -22.43193 17.23531 11.21354
H74 -19.30458 15.52326 11.11736
H75 -18.93676 16.84562 10.00314
H76 -20.54237 15.86866 9.96581
H77 -21.05219 18.72210 10.04786
H78 -19.34321 18.75150 10.47810
H79 -20.12155 20.26426 12.47859
H80 -21.77790 19.71764 12.18968
H81 -21.08580 20.75474 11.10024
H82 -19.44737 16.41254 13.34617
H83 -19.96481 18.12524 13.55529
H84 -17.31033 17.74996 13.52727
H85 -18.05854 18.76997 12.25052
H86 -15.37282 17.30871 12.16433
H87 -16.06936 18.20269 10.68745
H88 -15.55592 16.56619 10.61782
C49 -29.43128 27.14399 22.82369
C50 -29.12024 25.73503 22.17839
N8 -27.55417 25.41046 22.33358
C51 -26.77333 26.29147 21.27572
C52 -26.91046 25.63754 23.73198
C53 -27.68192 24.96749 24.88729
C54 -27.58414 23.92910 21.78893
C55 -26.21083 23.32969 21.40556
O4 -25.11153 23.74923 22.15887
C56 -23.85690 23.24041 21.65488
H89 -30.48398 27.39255 22.95835
H90 -29.03598 27.87565 22.11906
H91 -28.86673 27.33179 23.73699
H92 -29.45439 25.73339 21.14087
H93 -29.68223 24.96260 22.70339
H94 -26.77549 27.32747 21.61451
H95 -27.22800 26.19953 20.28934
H96 -25.76730 25.88334 21.17858
H97 -26.80950 26.71054 23.89500
H98 -25.91100 25.26854 23.50175
H99 -28.74619 25.20288 24.88596
H100 -27.30335 25.31368 25.84902
H101 -27.51431 23.89120 24.84719
H102 -28.18904 23.80441 20.89079
H103 -28.02677 23.41977 22.64494
H104 -26.00890 23.31735 20.33451
H105 -26.39275 22.25623 21.45737
H106 -23.64300 23.54344 20.62993
H107 -23.71660 22.15962 21.63757
H108 -23.06074 23.57847 22.31814
C57 -26.65820 25.12042 8.26880
C58 -27.45949 24.40362 9.40580
C59 -28.51894 23.30349 8.99046
C60 -27.90106 22.02876 8.36635
C61 -26.51096 21.57014 9.00880
C62 -26.18434 22.17458 10.40510
N9 -26.43667 23.71927 10.37292
O5 -25.44460 24.47886 10.93817
C63 -24.69692 21.81701 10.72044
C64 -27.12395 21.62483 11.37334
C65 -28.21585 25.46215 10.26548
H109 -25.92095 24.43147 7.85661
H110 -26.22637 26.05653 8.62283
H111 -27.30254 25.27362 7.40309
H112 -29.26166 23.77358 8.34586
H113 -29.13216 23.07347 9.86175
H114 -27.88393 22.08244 7.27780
H115 -28.54361 21.16159 8.51879
H116 -25.81541 21.94451 8.25772
H117 -26.49324 20.48246 8.93985
H118 -24.23588 22.29992 11.58203
H119 -24.09321 22.05947 9.84587
H120 -24.66207 20.80098 11.11357
H121 -27.31665 20.57547 11.15019
H122 -28.09387 22.12188 11.35552
H123 -26.69415 21.77110 12.36428
H124 -28.75101 26.14157 9.60208
H125 -27.59354 26.06098 10.93048
H126 -28.89965 25.00092 10.97809
C66 -20.11162 28.46018 10.68096
C67 -21.12147 28.22126 11.86666
C68 -21.37665 29.56889 12.56490
C69 -22.51500 29.70028 13.57217
C70 -23.75322 29.20687 12.85011
C71 -23.70008 27.81019 12.27303
N10 -22.43422 27.77126 11.43436
O6 -22.54558 27.32362 10.02151
C72 -24.91213 27.77716 11.25659
C73 -23.75166 26.60962 13.27985
C74 -20.55666 27.14510 12.87965
H127 -19.79657 27.55539 10.16116
H128 -19.20038 29.01433 10.90607
H129 -20.50927 29.20513 9.99175
H130 -21.48037 30.31057 11.77290
H131 -20.52054 29.99307 13.08955
H132 -22.66943 30.75386 13.80504
H133 -22.30055 29.18425 14.50802
H134 -24.05658 29.90264 12.06782
H135 -24.57203 29.29860 13.56371
H136 -24.81188 28.42675 10.38706
H137 -25.80538 28.18517 11.72961
H138 -25.05643 26.73535 10.97037
H139 -23.61164 25.69851 12.69816
H140 -24.75965 26.51118 13.68278
H141 -23.15355 26.71673 14.18478
H142 -19.53303 27.35379 13.19067
H143 -20.50596 26.14952 12.43880
H144 -21.10376 27.12684 13.82222
Cl1 -20.03529 15.15721 16.38535

The maximum force is 9.8 eV Å⁻¹. The total energy comes out at -118661.8076 eV. The orbital gap is 3.2 eV. The calculation puts the HOMO energy at -21.847 eV. As for the net charge: +9. The spin multiplicity is 1.


Record 2
This record from the OMol25 dataset describes a single C25H30N4O4 molecule. The level of theory is ωB97M-V/def2-TZVPD.

Geometry (Å):
C1 -8.20177 -1.00529 2.16891
C2 -8.46286 -1.32506 0.70122
C3 -7.33706 -2.12921 0.04690
C4 -5.95294 -1.49158 0.15510
C5 -5.88458 -0.11767 -0.50852
N1 -4.54881 0.45353 -0.37734
C6 -4.28088 1.11156 0.80638
O1 -5.09632 1.23790 1.69070
N2 -3.01330 1.62562 0.92797
C7 -2.03112 1.52263 -0.02502
C8 -0.76524 2.07103 0.16876
C9 0.20255 1.93722 -0.81062
C10 -0.09416 1.27845 -2.00767
C11 -1.34486 0.73780 -2.20262
C12 -2.32212 0.84492 -1.21283
C13 -3.65007 0.25620 -1.41725
O2 -3.96819 -0.36039 -2.41136
H1 -1.60304 0.22321 -3.11535
H2 0.65846 1.20816 -2.77788
C14 1.52703 2.61370 -0.61338
O3 1.58682 3.81897 -0.44237
N3 2.62252 1.82725 -0.68672
C15 3.93452 2.41131 -0.50254
H3 3.82900 3.49626 -0.54669
C16 4.52122 1.97753 0.84953
N4 4.55739 0.53596 0.94675
C17 5.75347 -0.14880 0.75353
C18 6.86854 0.27347 1.47942
C19 8.09436 -0.35416 1.37644
C20 8.23219 -1.45052 0.54899
C21 7.14121 -1.90137 -0.17541
C22 5.91128 -1.26575 -0.09666
O4 4.81942 -1.66160 -0.83732
C23 4.92952 -2.80040 -1.65293
H4 5.67076 -2.66113 -2.44677
H5 5.18228 -3.69260 -1.07131
H6 3.94542 -2.93292 -2.10168
H7 7.26817 -2.75304 -0.82453
H8 9.17880 -1.96049 0.46009
H9 8.93218 0.00592 1.95360
H10 6.75750 1.10749 2.15534
C24 3.25676 -0.04319 0.73497
C25 2.63358 0.38526 -0.60665
H11 1.62113 -0.00890 -0.68521
H12 3.24272 -0.01117 -1.42443
H13 3.31817 -1.12720 0.78854
H14 2.60364 0.31191 1.54475
H15 5.52350 2.38934 0.95206
H16 3.88893 2.37413 1.65351
H17 4.58713 2.06774 -1.31226
H18 -0.53986 2.60800 1.07805
H19 -2.82248 2.12454 1.78672
H20 -6.10065 -0.19745 -1.57508
H21 -6.57948 0.57316 -0.03070
H22 -5.22386 -2.14657 -0.32839
H23 -5.67364 -1.38992 1.20455
H24 -7.29114 -3.11452 0.51699
H25 -7.57818 -2.27763 -1.00833
H26 -8.62336 -0.39657 0.15077
H27 -9.38260 -1.91020 0.62085
H28 -9.08402 -0.55190 2.61524
H29 -7.37458 -0.30909 2.27857
H30 -7.96896 -1.91391 2.72056

The maximum force is 0.7 eV Å⁻¹. The total energy comes out at -40564.3113 eV. The orbital gap is 7.8 eV. The calculation puts the HOMO energy at -7.693 eV. Its SMILES is CCCCCn1c(=O)[nH]c2cc(C(=O)N3CCN(c4ccccc4OC)CC3)ccc2c1=O. As for the relative energy (zero: lowest compared OMol25 entry of this formula, charge and spin): 0.00 kJ/mol. The spin multiplicity is 1.